71
Properties=species:S:1:pos:R:3:forces:R:3 method="wB97M-V/def2-TZVPD" largest_force_ev_per_a=1.5 homo_energy_ha=-0.174 e_lumo_ev=2.49 e_tot_ha=-3139.93334 total_charge=-1
C 4.099522 -1.072672 0.176901 1.078 0.272 0.725
C 4.541722 0.297378 0.834606 -0.877 -0.575 -0.244
C 3.309654 1.169844 1.266018 0.522 -0.349 -0.275
C 2.148885 1.148477 0.229418 0.552 1.228 -0.184
O 1.261909 2.234542 0.437257 -0.287 -1.024 0.233
Ga -0.411563 1.591409 1.038297 -0.396 0.320 0.071
O -1.887139 2.462942 0.163328 -0.149 -0.473 0.120
C -3.030575 1.781453 0.652162 1.172 0.721 -0.087
C -4.355682 2.337982 0.076258 0.176 -0.758 1.239
N -5.454894 1.719922 0.877616 0.274 -0.499 -0.663
C -6.250930 0.810418 0.054777 -0.828 0.754 0.481
C -7.259101 -0.006527 0.890089 0.045 -1.078 -0.781
C -8.184126 -0.835995 -0.074701 0.434 0.707 0.767
O -8.079575 0.823599 1.714885 -0.033 0.124 -0.429
H 3.077215 -1.329894 0.487766 0.375 -0.045 -0.367
H 4.792980 -1.848025 0.564034 -0.482 0.153 -0.277
H 4.234243 -1.069342 -0.917620 -0.471 0.070 0.427
H 5.150673 0.042663 1.725687 -0.177 0.389 -0.440
H 5.166441 0.847877 0.104987 -0.230 -0.161 0.440
H 3.680758 2.206633 1.378384 -0.466 -0.353 0.005
H 2.939333 0.830513 2.255218 0.107 0.181 -0.452
H 2.601142 1.298440 -0.781405 -0.073 -0.358 0.349
H 1.618120 0.178778 0.233485 0.318 0.258 -0.006
H -0.663744 1.824708 2.621218 0.146 0.124 -0.106
H -0.591229 0.013977 0.682078 0.160 0.076 -0.111
H -3.019842 1.888753 1.763787 -0.612 -0.147 -0.464
H -2.888247 0.694867 0.442345 -0.685 0.234 0.031
H -4.388156 3.428987 0.234732 0.207 -0.362 -0.417
H -4.483891 2.046623 -0.984456 0.218 0.539 0.342
H -6.052570 2.433688 1.269462 -0.108 -0.089 -0.093
H -5.600532 0.112958 -0.505640 -0.212 0.327 0.355
H -6.826040 1.432466 -0.678815 0.117 -0.650 0.021
H -6.706469 -0.738071 1.512089 -0.091 0.527 -0.171
H -9.157832 -0.318835 -0.133992 0.467 -0.150 -0.258
H -8.368313 -1.836760 0.348078 0.160 0.274 -0.394
H -7.672235 -0.868260 -1.051339 -0.548 -0.340 0.260
H -7.853047 0.663772 2.625535 0.218 0.024 0.357
C 9.888323 2.606131 -2.982283 0.235 0.126 -0.100
C 8.429058 2.870992 -3.336932 0.074 -0.258 0.256
C 7.568386 3.288518 -2.131461 -0.237 0.072 -0.167
O 7.207974 2.222563 -1.271382 0.207 0.239 0.053
C 8.197538 1.856604 -0.327420 -0.215 -0.284 -0.022
N 7.882052 1.689873 -4.012341 -0.141 0.134 0.022
H 10.029310 1.647319 -2.483304 -0.094 0.015 0.023
H 10.498976 2.585660 -3.887175 -0.075 -0.040 0.005
H 10.285434 3.391745 -2.334603 -0.026 -0.033 0.019
H 8.414977 3.704348 -4.046690 -0.101 0.012 0.034
H 6.623468 3.684000 -2.513601 -0.031 -0.080 0.026
H 8.039353 4.100379 -1.562737 0.129 -0.052 0.027
H 8.774478 2.718148 0.021226 0.031 0.026 -0.085
H 8.864400 1.101001 -0.750106 0.178 0.080 0.097
H 7.692627 1.408833 0.529222 -0.080 0.050 -0.046
H 6.942363 1.902710 -4.335942 0.045 0.003 -0.098
H 7.736045 0.976240 -3.302292 0.073 -0.031 -0.032
C -3.189266 -5.237505 0.879301 0.189 -0.174 0.064
C -3.198087 -3.718268 0.743118 -0.295 -0.176 -0.053
C -4.195073 -3.022638 1.686090 0.236 0.359 -0.078
O -5.554680 -3.109626 1.275149 0.047 -0.153 0.270
C -6.203324 -4.318258 1.619023 -0.128 0.187 -0.266
N -3.440318 -3.367934 -0.659686 -0.088 0.186 0.109
H -4.049609 -5.705715 0.399295 -0.038 0.078 0.010
H -2.297411 -5.653134 0.406537 -0.044 0.064 -0.036
H -3.176059 -5.539143 1.929944 -0.032 0.011 -0.016
H -2.199284 -3.363224 1.012424 -0.075 0.129 0.019
H -3.961265 -1.954568 1.692306 -0.071 -0.002 -0.062
H -4.083266 -3.372607 2.720187 -0.041 -0.143 -0.022
H -5.852758 -4.713189 2.576949 0.072 -0.030 -0.024
H -6.068544 -5.064010 0.831808 0.026 -0.164 0.132
H -7.272398 -4.113546 1.698831 0.022 0.067 0.019
H -3.345318 -2.360762 -0.767023 0.196 -0.032 -0.046
H -4.424965 -3.540224 -0.848962 0.034 -0.080 -0.033